{
  "formula": "C21H31BaCl2OSSb",
  "method": "wB97M-V/def2-TZVPD",
  "de_lowest_ev": 0.556,
  "e_tot_ha": -2477.85776,
  "total_charge": 2,
  "gap_ha": 0.3024,
  "symbols": ["Ba", "Cl", "C", "Cl", "H", "H", "O", "S", "C", "C", "C", "C", "C", "C", "C", "C", "C", "C", "C", "C", "C", "C", "H", "H", "H", "H", "H", "H", "H", "H", "H", "H", "H", "H", "H", "H", "C", "C", "Sb", "C", "C", "C", "C", "H", "H", "H", "H", "H", "H", "H", "H", "H", "H", "H", "H", "H", "H", "H"],
  "xyz": [[0.25991, -0.04295, 0.16141], [3.13507, -0.86088, 1.53696], [3.73880, -1.88627, 0.21918], [2.50415, -2.12053, -1.04135], [3.98370, -2.85731, 0.63141], [4.59212, -1.39645, -0.23315], [-0.49103, -1.39591, 1.92165], [-0.90517, -2.23582, 3.14165], [-2.26272, -1.29929, 3.87370], [-2.80489, -2.03564, 5.06996], [-4.15627, -2.36129, 5.12964], [-4.66229, -3.04152, 6.22729], [-3.81816, -3.40843, 7.26574], [-2.47038, -3.08315, 7.21243], [-1.96369, -2.39488, 6.12034], [-1.79508, -3.65085, 2.41980], [-2.56163, -3.24988, 1.20033], [-1.90387, -3.17288, -0.02877], [-2.58587, -2.76624, -1.16637], [-3.93301, -2.42951, -1.08506], [-4.59554, -2.51996, 0.12967], [-3.91272, -2.92990, 1.26835], [-3.01322, -1.14994, 3.09540], [-1.81753, -0.33691, 4.13456], [-4.82199, -2.06073, 4.32910], [-5.71612, -3.28017, 6.27376], [-4.21201, -3.94009, 8.12109], [-1.81391, -3.35748, 8.02698], [-0.91296, -2.12767, 6.09870], [-2.40915, -4.04361, 3.23254], [-1.01429, -4.37724, 2.19491], [-0.86634, -3.48585, -0.09890], [-2.08327, -2.75341, -2.12593], [-4.47162, -2.13062, -1.97425], [-5.65114, -2.29160, 0.18881], [-4.44156, -3.03154, 2.20753], [2.16883, 5.35336, -2.42088], [2.01574, 4.45433, -1.19992], [0.25523, 3.22072, -1.21428], [-0.22325, 3.20150, -3.30070], [0.65543, 2.23540, -4.08841], [-1.22853, 4.58022, -0.47458], [-1.17581, 5.97199, -1.09397], [3.06162, 5.97092, -2.31684], [1.31933, 6.02375, -2.54724], [2.27914, 4.77629, -3.33955], [1.95063, 5.03923, -0.28027], [2.87570, 3.79291, -1.09325], [-0.11478, 4.22123, -3.66954], [-1.27885, 2.93870, -3.38492], [1.71607, 2.47423, -3.98589], [0.41863, 2.26647, -5.15192], [0.51576, 1.20055, -3.76062], [-1.09923, 4.62777, 0.60810], [-2.19270, 4.10194, -0.65914], [-0.23726, 6.47802, -0.86723], [-1.98233, 6.59026, -0.69874], [-1.29061, 5.94000, -2.17807]],
  "forces_ev_per_angstrom": [[0.05, -0.20, -0.35], [-0.01, 0.06, 0.03], [0.05, -0.02, 0.02], [-0.06, 0.00, -0.07], [0.02, 0.00, -0.01], [0.01, -0.02, 0.00], [0.04, 0.06, 0.33], [-0.05, -0.06, 0.24], [-0.05, -0.08, 0.01], [-0.01, 0.01, -0.02], [0.02, -0.03, -0.02], [0.00, 0.00, 0.01], [-0.02, 0.00, -0.01], [0.02, 0.01, 0.00], [0.00, 0.00, 0.03], [-0.02, 0.02, -0.04], [-0.01, -0.03, 0.00], [0.00, 0.03, -0.01], [0.04, 0.05, -0.01], [-0.04, 0.03, 0.00], [0.01, 0.00, -0.02], [0.05, -0.01, -0.04], [0.01, 0.03, 0.01], [0.04, -0.01, 0.01], [-0.01, 0.00, 0.00], [0.00, 0.00, 0.00], [0.00, 0.00, 0.00], [0.00, 0.00, 0.00], [0.00, 0.00, 0.00], [-0.03, 0.01, -0.03], [0.00, 0.00, 0.02], [0.00, -0.03, 0.00], [0.00, -0.02, -0.02], [0.00, 0.00, 0.00], [0.00, 0.00, 0.00], [-0.01, -0.01, 0.02], [0.00, 0.01, -0.03], [0.00, -0.02, 0.02], [-0.05, 0.21, -0.05], [-0.01, 0.01, -0.01], [0.02, -0.01, 0.01], [0.02, 0.00, -0.01], [0.00, 0.01, 0.00], [0.00, 0.00, -0.01], [0.01, -0.01, 0.00], [0.00, 0.00, 0.01], [0.00, 0.00, 0.00], [0.00, 0.01, 0.01], [0.00, 0.00, 0.01], [0.00, 0.01, 0.00], [-0.01, -0.01, 0.00], [-0.01, 0.01, 0.00], [0.00, 0.00, 0.00], [-0.01, 0.00, -0.01], [0.00, 0.01, 0.00], [-0.01, 0.00, 0.01], [0.00, 0.01, 0.00], [0.00, 0.00, 0.00]],
  "nbo_charge": [1.80, -0.03, -0.38, -0.05, 0.26, 0.26, -1.18, 1.27, -0.60, -0.12, -0.20, -0.19, -0.18, -0.20, -0.16, -0.62, 0.03, -0.27, -0.23, -0.20, -0.18, -0.23, 0.25, 0.25, 0.21, 0.24, 0.24, 0.23, 0.21, 0.28, 0.26, 0.21, 0.22, 0.24, 0.24, 0.23, -0.63, -0.69, 0.74, -0.71, -0.62, -0.70, -0.63, 0.24, 0.22, 0.21, 0.23, 0.22, 0.24, 0.23, 0.21, 0.24, 0.18, 0.23, 0.23, 0.21, 0.24, 0.21]
}


{
  "formula": "C4H4N2O2",
  "method": "wB97M-V/def2-TZVPD",
  "de_lowest_ev": 6.767,
  "e_tot_ha": -414.59748,
  "gap_ha": 0.3737,
  "smiles": "O=C1ON=C[C@@H]2N[C@@H]12",
  "symbols": ["O", "C", "O", "N", "C", "C", "N", "C", "H", "H", "H", "H"],
  "xyz": [[-2.77830, 0.26934, -0.10838], [-1.59154, -0.04403, -0.12033], [-1.18538, -1.34929, -0.23806], [0.05789, -1.82757, 0.09822], [1.05711, -1.04572, -0.01030], [0.78750, 0.30964, -0.53389], [0.38695, 1.73323, -0.18449], [-0.39391, 0.71747, 0.44157], [2.20134, -1.41922, 0.28001], [0.51773, 0.22177, -1.63511], [1.13134, 2.19847, 0.52447], [-0.19071, 0.23591, 1.48629]],
  "forces_ev_per_angstrom": [[2.91, -1.10, -0.98], [-1.74, 2.19, 2.43], [-1.58, -0.40, -0.57], [1.44, -0.82, 0.05], [3.89, 0.02, 1.17], [-2.20, 1.10, -1.61], [3.53, 0.25, 3.10], [-0.10, -1.90, -0.75], [-3.47, 0.48, -0.77], [0.00, -0.12, 1.42], [-2.50, -1.26, -1.83], [-0.19, 1.57, -1.67]],
  "nbo_charge": [-0.52, 0.75, -0.36, -0.09, 0.04, -0.23, -0.49, -0.16, 0.23, 0.22, 0.38, 0.23]
}


{
  "formula": "C17H14As2Cl6Cu2F36NaO3",
  "method": "wB97M-V/def2-TZVPD",
  "e_tot_ha": -15153.10371,
  "total_charge": 1,
  "gap_ha": 0.3010,
  "symbols": ["Na", "Cu", "Cu", "As", "F", "F", "F", "F", "F", "F", "As", "F", "F", "F", "F", "F", "F", "C", "C", "C", "F", "F", "F", "F", "O", "C", "C", "F", "F", "F", "F", "H", "H", "H", "H", "C", "C", "C", "F", "F", "F", "F", "O", "C", "C", "F", "F", "F", "F", "H", "H", "H", "H", "C", "C", "C", "F", "F", "F", "F", "O", "C", "C", "F", "F", "F", "F", "H", "H", "H", "H", "C", "Cl", "Cl", "Cl", "H", "C", "Cl", "Cl", "Cl", "H"],
  "xyz": [[-3.14293, 0.01310, 3.70706], [0.53841, -1.14145, 4.01621], [1.50338, 2.35711, 1.03907], [-0.22584, 2.45611, 4.65452], [1.10998, 3.08523, 5.53769], [-1.08176, 2.02061, 6.10098], [-1.58225, 1.71300, 3.80264], [0.58566, 2.79384, 3.12776], [0.62821, 0.88049, 4.58950], [-1.06084, 3.97126, 4.57069], [-0.73587, -0.06807, 0.88883], [-1.18508, 0.16886, -0.77134], [-0.71085, -1.80671, 0.68522], [-0.23798, -0.34583, 2.58166], [-0.76984, 1.64586, 1.19379], [-2.43775, -0.15629, 1.36442], [0.94840, 0.11876, 0.46059], [-5.44002, -3.07204, 2.66160], [-4.42376, -3.34418, 1.54183], [-3.01570, -3.52450, 2.08793], [-2.63088, -2.43192, 2.80900], [-2.95669, -4.62725, 2.90517], [-4.77870, -4.45583, 0.88414], [-4.39398, -2.29523, 0.68639], [-5.05650, -1.91235, 3.39117], [-6.06088, -1.11795, 3.95924], [-6.69942, -1.70052, 5.22374], [-7.48684, -0.83653, 5.86692], [-7.34171, -2.86437, 4.96894], [-5.39001, 0.02253, 4.32442], [-6.95913, -0.78953, 2.99590], [-5.45226, -3.94937, 3.31047], [-6.42725, -3.01242, 2.20325], [-2.29377, -3.73594, 1.29258], [-5.83950, -1.95873, 5.85954], [5.40877, -1.11633, -0.72711], [4.06308, -0.57640, -1.19685], [3.07073, -1.70702, -1.50619], [3.50612, -2.43350, -2.54733], [2.95967, -2.54634, -0.44503], [3.48308, 0.17860, -0.21564], [4.19683, 0.18588, -2.28817], [6.23499, 0.02861, -0.59894], [7.33805, -0.10617, 0.21648], [8.06494, 1.24144, 0.16594], [7.22732, 2.24981, 0.50639], [9.16206, 1.28182, 0.93885], [7.03302, -0.51255, 1.45440], [8.13730, -1.04335, -0.34741], [5.80229, -1.80457, -1.47717], [5.32349, -1.63378, 0.22843], [2.07544, -1.31940, -1.73201], [8.37186, 1.37354, -0.87692], [2.41821, 2.67312, -4.03023], [2.94172, 1.76252, -5.13540], [2.13553, 0.46245, -5.26947], [2.75391, -0.35316, -6.15129], [2.03929, -0.23085, -4.10309], [2.86807, 2.40057, -6.32067], [4.23209, 1.43832, -4.91817], [1.01969, 2.81724, -4.26965], [0.32615, 3.87618, -3.69324], [-0.34745, 3.38247, -2.38723], [0.63124, 2.91122, -1.51610], [-1.01167, 4.37741, -1.76877], [1.06690, 4.95954, -3.52695], [-0.63531, 4.12133, -4.58553], [2.91156, 3.64310, -4.10371], [2.55228, 2.25297, -3.03396], [1.09797, 0.66425, -5.54692], [-1.02156, 2.54213, -2.56706], [-1.02124, -2.80357, -2.51072], [-0.04554, -4.27974, -2.30298], [-2.71947, -3.21407, -2.54562], [-0.54261, -1.94559, -3.95693], [-0.82119, -2.15308, -1.66682], [-4.27160, 1.27766, -1.64214], [-5.91676, 0.68910, -1.25488], [-3.62672, 2.24904, -0.35450], [-4.34293, 2.21974, -3.12506], [-3.62562, 0.41964, -1.78616]],
  "forces_ev_per_angstrom": [[0.05, 0.17, -0.41], [1.04, -0.77, 1.73], [-0.57, -0.15, 0.17], [-0.68, 1.63, 1.30], [-0.51, -0.29, -0.47], [0.62, -0.25, -0.37], [0.11, -0.46, -0.36], [0.18, -0.06, -0.33], [-0.08, -0.12, 0.43], [0.65, -0.75, -0.11], [-1.71, -0.33, -1.82], [0.25, -0.21, 0.68], [0.28, 1.00, 0.14], [-1.06, 0.75, -1.75], [0.28, -0.38, -0.08], [1.08, 0.06, 0.27], [-0.07, -0.06, 0.39], [-0.30, -1.06, -0.39], [-0.33, 0.88, 1.08], [0.99, -1.51, -0.41], [0.20, -0.13, 0.13], [-0.39, 0.85, -0.04], [-0.02, 0.00, -0.03], [0.03, -0.11, -0.11], [-0.78, 0.83, 0.78], [-0.17, -0.11, -1.94], [1.25, -0.75, 0.88], [-0.19, -0.03, -0.51], [-0.22, 0.50, -0.39], [-0.26, -0.26, 0.01], [0.44, -0.08, 0.93], [0.09, 0.07, 0.11], [0.03, 0.40, 0.00], [-0.09, 0.50, -0.04], [-0.22, 0.14, 0.17], [0.05, 0.28, -0.11], [0.17, -1.26, 0.40], [-0.56, -0.04, -0.30], [0.25, 0.01, -0.16], [0.18, 0.13, 0.33], [0.05, 0.37, 0.12], [0.01, 0.26, -0.08], [0.31, 0.35, 0.77], [-0.45, 0.04, -1.12], [0.22, 0.34, -0.95], [0.08, -0.24, 0.28], [-0.30, -0.24, 0.30], [-0.08, -0.04, 0.16], [0.37, -0.17, 0.47], [-0.01, 0.04, -0.04], [-0.27, -0.01, -0.07], [0.03, 0.16, -0.06], [-0.02, 0.14, 0.09], [-0.11, 0.36, 0.23], [-0.25, -0.46, 0.45], [-0.59, -0.46, -0.36], [-0.20, 0.32, -0.01], [0.48, 0.32, 0.50], [-0.07, 0.08, -0.13], [0.14, 0.24, 0.27], [0.03, 0.34, 0.21], [-0.03, -1.79, -0.66], [-0.17, 0.13, 0.29], [0.05, 0.29, -0.05], [0.35, -0.21, -0.13], [0.23, 0.32, 0.30], [-0.53, 0.54, 0.22], [0.16, -0.12, -0.03], [0.38, -0.22, -0.13], [0.22, 0.09, -0.50], [0.03, 0.14, -0.20], [0.42, -0.28, 0.19], [-0.05, 0.26, 0.05], [-0.37, 0.05, 0.12], [0.04, 0.13, -0.24], [-0.13, -0.14, -0.02], [-0.72, -0.25, -0.31], [0.46, 0.00, 0.06], [0.17, 0.35, 0.51], [0.19, -0.03, -0.21], [-0.07, -0.02, -0.04]],
  "lowdin_charge": [0.59, 0.69, 0.66, 0.81, -0.20, -0.23, -0.27, -0.25, -0.28, -0.21, 0.85, -0.22, -0.21, -0.29, -0.23, -0.24, -0.22, -0.03, -0.46, -0.26, 0.06, 0.09, 0.16, 0.12, 0.00, -0.46, -0.30, 0.14, 0.12, 0.11, 0.17, 0.15, 0.16, 0.17, 0.18, -0.04, -0.44, -0.32, 0.11, 0.08, 0.09, 0.15, 0.03, -0.54, -0.29, 0.10, 0.12, 0.17, 0.15, 0.16, 0.15, 0.15, 0.18, -0.04, -0.46, -0.29, 0.11, 0.04, 0.14, 0.14, 0.02, -0.55, -0.23, 0.04, 0.10, 0.19, 0.17, 0.15, 0.13, 0.17, 0.16, -1.58, 0.54, 0.56, 0.58, -0.04, -1.55, 0.52, 0.58, 0.56, 0.00]
}


{
  "formula": "C4H4O",
  "method": "wB97M-V/def2-TZVPD",
  "de_lowest_ev": 1.043,
  "e_tot_ha": -229.98961,
  "gap_ha": 0.3662,
  "smiles": "c1ccoc1",
  "symbols": ["C", "C", "C", "O", "C", "H", "H", "H", "H"],
  "xyz": [[0.72474, 0.10579, -0.68898], [-0.62045, -0.35360, -0.77072], [-1.05192, -0.49838, 0.51503], [-0.08713, -0.07404, 1.36839], [0.96358, 0.34953, 0.61011], [1.32898, 0.26822, -1.56905], [-1.06369, 0.21093, -1.56293], [-1.93670, -0.90656, 0.99080], [1.74258, 0.89811, 1.10734]],
  "forces_ev_per_angstrom": [[0.32, 0.37, 0.23], [0.12, 0.94, 0.34], [-0.03, 0.19, -0.10], [0.22, -0.25, 0.15], [0.44, -0.22, 0.09], [0.14, 0.36, 0.30], [-1.44, -1.42, -1.05], [0.09, 0.38, -0.22], [0.15, -0.36, 0.26]],
  "nbo_charge": [-0.30, -0.37, 0.11, -0.40, 0.08, 0.23, 0.24, 0.21, 0.20]
}


{
  "formula": "C9H21ClI2N2OPSV",
  "method": "wB97M-V/def2-TZVPD",
  "de_lowest_ev": 0.400,
  "e_tot_ha": -3278.81604,
  "multiplicity": 3,
  "total_charge": 2,
  "gap_ha": [0.2280, 0.1802],
  "symbols": ["I", "I", "V", "P", "C", "C", "H", "H", "H", "C", "H", "H", "H", "H", "H", "H", "C", "O", "Cl", "C", "N", "C", "C", "S", "N", "C", "C", "H", "H", "H", "H", "H", "H", "H", "H", "H", "H", "H", "H"],
  "xyz": [[0.08991, 2.22633, -2.03625], [3.09565, 0.60148, 1.66784], [1.05237, 0.46824, -0.29362], [2.67050, -0.10381, -2.13774], [4.18177, -1.03076, -1.67994], [1.92425, -1.29333, -3.33435], [2.46569, 1.81481, -3.60544], [3.93170, 0.83553, -3.98019], [3.89543, 1.92512, -2.56461], [3.29560, 1.23675, -3.17503], [1.02884, -0.85976, -3.79966], [2.66479, -1.54935, -4.11323], [4.82670, -1.15067, -2.56301], [3.91995, -2.01710, -1.27360], [1.62067, -2.21277, -2.80755], [4.70950, -0.46534, -0.90335], [1.66785, -1.28653, -0.07187], [1.82941, -2.45477, 0.03333], [-0.59857, -0.90280, -1.31042], [-2.09018, -2.16210, 1.21401], [-2.55386, -0.80735, 1.50325], [-3.93080, -0.48979, 1.10578], [-1.68895, 0.18710, 1.73190], [0.00330, -0.06139, 1.68669], [-2.11271, 1.41820, 2.13423], [-3.12016, 1.48483, 3.19197], [-1.13736, 2.51368, 2.14640], [-2.92684, -2.85777, 1.33825], [-1.27086, -2.46377, 1.87969], [-1.73534, -2.22674, 0.17848], [-4.60558, -0.55278, 1.97328], [-4.00664, 0.51047, 0.66722], [-4.26045, -1.22247, 0.36756], [-3.08639, 0.60819, 3.85270], [-2.93620, 2.37604, 3.79544], [-4.10886, 1.56478, 2.73669], [-0.27363, 2.30482, 2.79135], [-0.77460, 2.70137, 1.12950], [-1.65589, 3.39338, 2.52429]],
  "forces_ev_per_angstrom": [[0.81, -0.37, 1.08], [-0.48, 0.45, -0.14], [-2.00, 2.62, -1.82], [0.49, -1.39, -1.60], [-0.10, 0.23, 0.54], [-0.38, 0.10, 0.24], [0.34, -0.31, 0.09], [-0.24, -0.07, 0.36], [-0.09, -0.11, -0.16], [0.08, 0.84, 0.05], [0.28, -0.11, 0.10], [-0.19, 0.25, 0.42], [-0.26, 0.10, 0.28], [0.14, 0.28, -0.22], [0.15, 0.35, -0.22], [0.19, -0.17, -0.21], [0.84, -8.78, 0.43], [-0.33, 5.79, -0.34], [0.61, 0.45, 0.09], [0.12, -0.83, -0.04], [1.10, 1.21, -0.28], [-0.70, -0.02, 0.38], [-2.39, 0.76, -0.04], [1.83, -0.82, 0.56], [1.18, -1.19, 0.12], [-0.94, 0.04, 0.15], [0.09, 0.28, -0.22], [0.19, 0.25, 0.15], [-0.34, 0.17, -0.07], [-0.26, -0.06, 0.45], [0.19, 0.00, -0.30], [0.22, -0.19, 0.13], [0.17, 0.06, 0.09], [0.05, 0.15, -0.28], [-0.05, -0.20, -0.14], [-0.03, 0.05, 0.33], [-0.29, 0.06, 0.03], [-0.16, 0.11, 0.23], [0.15, 0.02, -0.21]],
  "nbo_charge": [0.16, 0.40, 0.13, 1.14, -0.95, -0.94, 0.27, 0.28, 0.27, -0.96, 0.27, 0.27, 0.28, 0.26, 0.26, 0.24, 0.49, -0.45, -0.31, -0.44, -0.33, -0.43, 0.38, 0.09, -0.38, -0.42, -0.41, 0.25, 0.23, 0.24, 0.24, 0.23, 0.25, 0.22, 0.24, 0.23, 0.21, 0.21, 0.25]
}


{
  "formula": "C4H8NO2S",
  "method": "wB97M-V/def2-TZVPD",
  "de_lowest_ev": 0.595,
  "e_tot_ha": -760.17383,
  "multiplicity": 3,
  "total_charge": 1,
  "gap_ha": [0.2683, 0.2474],
  "symbols": ["C", "C", "C", "C", "N", "O", "O", "S", "H", "H", "H", "H", "H", "H", "H", "H"],
  "xyz": [[2.78538, 0.63231, -0.11878], [1.29766, 1.03610, -0.02455], [0.72558, -1.20592, 0.23304], [-1.10185, 0.43689, -0.11653], [0.29547, 0.02375, -0.46545], [3.59735, 1.47686, -0.15205], [0.28864, -2.26633, -0.40624], [2.98737, -1.12721, 0.14627], [1.00013, 1.08448, 0.95086], [0.98941, 1.86435, -0.61753], [0.42502, -1.27099, 1.37645], [-1.20020, 0.70595, 0.99053], [-1.59062, 1.02659, -0.83015], [-1.69437, -0.42349, -0.27537], [0.46316, -0.34188, -1.37816], [0.93032, -2.98773, -0.26376]],
  "forces_ev_per_angstrom": [[-2.78, -0.01, 0.47], [-0.38, -0.59, -2.90], [-1.87, 0.71, 4.13], [-0.02, -1.14, 1.48], [0.74, -1.24, 2.00], [1.51, 0.34, -0.24], [-0.07, -1.96, -1.41], [2.62, -0.56, -0.23], [-0.10, 1.08, 2.91], [0.64, 1.39, 0.04], [0.62, 0.93, -1.97], [0.43, 0.01, -1.83], [0.11, 2.06, -0.80], [-0.48, -1.50, 0.35], [-0.57, 0.58, -1.71], [-0.42, -0.10, -0.27]],
  "nbo_charge": [0.34, -0.31, 0.11, -0.44, -0.38, -0.36, -0.71, 0.39, 0.23, 0.25, 0.18, 0.25, 0.25, 0.25, 0.45, 0.51]
}